# 1
Density functional theory data (ωB97M-V/def2-TZVPD) for a single C3H4OS molecule.

```
9
Properties=species:S:1:pos:R:3:nbo_charge:R:1
O -1.241 -1.505 0.153 -0.70
C -0.977 -0.175 -0.246 -0.12
C 0.385 0.309 -0.001 -0.04
C 1.314 1.167 0.235 -0.26
S 2.095 -0.444 -0.071 -0.01
H -0.450 -1.890 0.540 0.48
H -1.166 -0.096 -1.330 0.20
H -1.669 0.510 0.270 0.20
H 1.710 2.125 0.450 0.25
```

The value obtained for the energy above the lowest of the compared OMol25 structures with the same formula, charge and spin is 58.6 kcal/mol. Its LUMO energy is 0.75 eV. As for the calculated total energy: -16055.56781 eV. The HOMO-LUMO gap is 8.67 eV.

***

# 2
Density functional theory data (ωB97M-V/def2-TZVPD) for C34H30BrF10N3PPtSb as an isolated structure.

```
81
Properties=species:S:1:pos:R:3:mulliken_spin:R:1
Pt 0.054 0.519 -0.419 0.01
C 1.106 2.779 1.296 0.00
N 1.518 1.819 0.238 0.00
C 1.884 2.665 -0.959 0.00
C 2.684 0.996 0.575 0.00
C 3.570 1.360 1.567 0.00
C 4.765 0.658 1.708 0.00
C 5.093 -0.362 0.828 0.00
C 4.199 -0.742 -0.158 0.00
C 2.958 -0.107 -0.259 0.00
N 1.980 -0.443 -1.212 -0.01
C 1.924 -1.622 -1.775 0.00
C 2.362 -2.847 -1.126 0.00
C 2.029 -4.044 -1.631 0.00
C 1.253 -4.144 -2.847 0.00
C 0.810 -3.056 -3.509 0.00
C 1.184 -1.738 -3.065 0.00
N 0.964 -0.693 -3.836 0.00
C 1.763 0.546 -3.890 0.00
C -0.017 -0.738 -4.939 0.00
H 1.841 3.582 1.349 0.00
H 0.151 3.210 1.003 0.00
H 1.038 2.280 2.249 0.00
H 2.767 3.235 -0.670 0.00
H 2.117 2.031 -1.805 0.00
H 1.060 3.334 -1.190 0.00
H 3.369 2.204 2.211 0.00
H 5.463 0.950 2.481 0.00
H 6.054 -0.853 0.901 0.00
H 4.476 -1.505 -0.872 0.00
H 2.856 -2.768 -0.169 0.00
H 2.312 -4.951 -1.114 0.00
H 1.036 -5.126 -3.248 0.00
H 0.291 -3.173 -4.448 0.00
H 2.027 0.681 -4.939 0.00
H 1.166 1.400 -3.574 0.00
H 2.664 0.445 -3.296 0.00
H 0.495 -0.880 -5.892 0.00
H -0.745 -1.526 -4.782 0.00
H -0.513 0.234 -4.951 0.00
F -6.850 -0.220 -0.566 -0.01
C -5.637 -0.197 -0.103 0.01
C -5.371 -0.150 1.247 0.18
F -6.316 -0.142 2.124 0.03
C -4.008 -0.111 1.717 0.21
F -3.864 -0.115 2.999 0.06
C -2.899 -0.083 0.856 0.03
P -1.138 -0.018 1.432 0.03
C -0.884 -1.709 2.000 0.00
C -1.117 -2.093 3.324 0.00
C -1.034 -3.431 3.681 0.00
C -0.738 -4.393 2.725 0.00
C -0.526 -4.020 1.403 0.00
C -0.597 -2.686 1.041 0.00
C -1.142 1.091 2.833 0.00
C -1.993 2.196 2.863 0.00
C -1.961 3.064 3.943 0.01
C -1.077 2.834 4.990 0.00
C -0.214 1.744 4.955 0.00
C -0.238 0.873 3.879 0.00
C -3.192 -0.214 -0.470 0.10
Br -1.840 -0.416 -1.721 0.06
C -4.542 -0.256 -0.972 0.23
F -4.735 -0.359 -2.238 0.06
H -1.380 -1.365 4.078 0.00
H -1.217 -3.722 4.706 0.00
H -0.677 -5.435 3.011 0.00
H -0.313 -4.773 0.657 0.00
H -0.418 -2.409 0.007 0.00
H -2.661 2.409 2.035 -0.01
H -2.621 3.920 3.968 0.00
H -1.056 3.511 5.834 0.00
H 0.476 1.574 5.771 0.00
H 0.452 0.037 3.852 0.00
F -0.426 1.836 -2.300 0.00
Sb -1.592 3.183 -3.171 0.00
F -1.853 1.777 -4.416 0.00
F -0.006 3.677 -4.042 0.00
F -2.717 4.395 -3.983 0.00
F -2.946 2.351 -2.104 0.00
F -1.139 4.235 -1.676 0.00
```

The value obtained for the energy above the lowest of the compared OMol25 structures with the same formula, charge and spin is 15.7 kcal/mol. Its expectation value of S² is 0.768. As for the total charge: +3. Its LUMO energy (alpha / beta) is -10.77 / -12.85 eV. As for the calculated total energy: -156479.15963 eV. The spin multiplicity is 2. The HOMO-LUMO gap (alpha / beta) is 6.09 / 4.00 eV.

***

# 3
Density functional theory data (ωB97M-V/def2-TZVPD) for a 2-piece molecular cluster, C3H4N2S2 overall.

```
11
Properties=species:S:1:pos:R:3:nbo_charge:R:1
C 1.702 -0.805 -0.100 -0.10
C 1.797 0.398 0.539 -0.14
C -0.060 0.197 -0.426 0.46
N 0.522 -0.915 -0.778 -0.50
N 0.612 1.038 0.363 -0.58
S -3.390 -0.754 0.009 -0.01
S -2.589 0.986 -0.482 -0.09
H 2.352 -1.598 0.139 0.21
H 2.700 0.549 1.185 0.23
H 0.421 1.954 0.572 0.42
H -4.067 -1.051 -1.021 0.10
```

The value obtained for the energy above the lowest of the compared OMol25 structures with the same formula, charge and spin is 85.4 kcal/mol. Its LUMO energy (alpha / beta) is -1.46 / -0.92 eV. As for the calculated total energy: -27823.08573 eV. The HOMO-LUMO gap (alpha / beta) is 7.44 / 7.96 eV.

***

# 4
Density functional theory data (ωB97M-V/def2-TZVPD) for C37H37F4N2NaO2P2 as an isolated structure.

```
85
Properties=species:S:1:pos:R:3:mulliken_charge:R:1
Na -0.176 0.167 0.098 1.06
C 3.249 -0.142 0.330 -1.27
C 2.754 -0.253 -1.113 -0.48
N 1.729 0.738 -1.481 0.84
C 1.329 0.545 -2.885 -1.07
C 0.613 -0.777 -3.149 -0.80
C 2.179 2.125 -1.264 -1.32
C 1.900 2.741 0.131 -1.10
N 0.738 2.126 0.748 -0.43
C 0.163 2.707 1.806 0.09
C -0.943 2.035 2.401 -0.06
F -1.275 0.834 1.845 0.72
C -1.664 2.480 3.472 -0.27
F -2.683 1.724 3.917 -0.28
C -1.365 3.676 4.099 -0.82
C -0.282 4.357 3.573 0.09
F 0.083 5.519 4.137 -0.34
C 0.456 3.916 2.497 0.51
F 1.504 4.682 2.115 -0.34
H 3.854 -1.019 0.575 0.42
H 2.418 -0.080 1.039 0.18
H 3.871 0.745 0.481 0.34
H 2.328 -1.248 -1.256 0.12
H 3.614 -0.165 -1.798 0.43
H 2.202 0.626 -3.552 0.39
H 0.656 1.362 -3.145 0.46
H 1.285 -1.636 -3.070 0.41
H 0.203 -0.768 -4.163 0.45
H -0.215 -0.918 -2.444 -0.05
H 1.668 2.740 -2.003 0.59
H 3.254 2.208 -1.483 0.26
H 1.772 3.811 -0.041 0.58
H 2.795 2.650 0.762 0.39
H -1.928 4.051 4.944 0.49
O -2.039 -0.380 -0.455 -0.87
P -3.051 -1.321 0.121 1.30
C -2.716 -2.994 -0.526 -1.30
P -1.007 -3.532 -0.153 0.80
O -0.037 -2.388 -0.115 0.03
C -1.046 -4.474 1.379 0.57
C -2.163 -5.159 1.851 -0.35
C -2.097 -5.850 3.054 -0.79
C -0.914 -5.868 3.783 -0.49
C 0.209 -5.198 3.310 -0.76
C 0.145 -4.498 2.111 -0.54
C -0.636 -4.737 -1.440 0.65
C -0.593 -6.109 -1.203 -0.60
C -0.298 -6.985 -2.243 -0.74
C -0.045 -6.492 -3.516 -0.50
C -0.085 -5.122 -3.758 -0.72
C -0.378 -4.245 -2.725 -0.33
C -4.712 -0.876 -0.404 -0.08
C -4.961 0.488 -0.574 -0.64
C -6.219 0.916 -0.980 -0.71
C -7.224 -0.012 -1.225 -0.46
C -6.977 -1.371 -1.066 -0.72
C -5.723 -1.803 -0.655 0.03
C -3.149 -1.557 1.908 1.11
C -4.403 -1.639 2.521 -0.60
C -4.503 -1.899 3.883 -0.73
C -3.355 -2.078 4.641 -0.89
C -2.104 -2.002 4.039 -0.81
C -2.000 -1.742 2.684 -0.21
H -2.786 -2.914 -1.610 0.73
H -3.434 -3.737 -0.176 0.55
H -3.095 -5.152 1.297 0.28
H -2.974 -6.369 3.427 0.44
H -0.870 -6.402 4.727 0.40
H 1.132 -5.212 3.879 0.42
H 1.005 -3.947 1.744 0.43
H -0.778 -6.496 -0.206 0.36
H -0.260 -8.052 -2.056 0.41
H 0.190 -7.177 -4.323 0.38
H 0.122 -4.738 -4.752 0.44
H -0.394 -3.174 -2.905 0.21
H -4.163 1.202 -0.396 0.42
H -6.412 1.975 -1.109 0.41
H -8.203 0.323 -1.548 0.38
H -7.761 -2.093 -1.265 0.42
H -5.540 -2.866 -0.529 0.30
H -5.306 -1.478 1.943 0.33
H -5.480 -1.948 4.351 0.44
H -3.432 -2.268 5.707 0.41
H -1.204 -2.134 4.631 0.53
H -1.021 -1.686 2.228 0.46
```

Its LUMO energy is 0.13 eV. As for the calculated total energy: -79911.62589 eV. The HOMO-LUMO gap is 5.93 eV.

***

# 5
Density functional theory data (ωB97M-V/def2-TZVPD) for C44H55GeN12O3PSY as an isolated structure.

```
118
Properties=species:S:1:pos:R:3:mulliken_charge:R:1
Y 1.157 -0.430 -0.450 -0.51
C 1.264 -1.153 4.235 -2.13
C 1.180 -0.285 3.011 0.71
O 1.317 -0.860 1.905 0.73
C 1.013 1.124 3.128 0.93
C 0.921 1.711 4.420 -0.98
C 0.878 3.060 4.597 -1.33
C 0.947 3.899 3.458 -0.46
C 1.010 3.373 2.200 -0.86
C 1.020 1.966 1.972 -0.03
O 1.017 1.538 0.768 0.38
H 1.381 -2.190 3.930 0.30
H 0.362 -1.064 4.841 0.40
H 2.119 -0.863 4.851 0.42
H 0.898 1.062 5.290 0.43
H 0.817 3.488 5.590 0.48
H 0.953 4.976 3.589 0.45
H 1.060 4.013 1.326 0.46
O 1.835 -3.257 1.004 -0.32
N 2.414 -2.849 -0.182 -0.35
C 2.168 -3.662 -1.131 -1.17
C 1.243 -4.810 -1.028 0.43
C 1.692 -6.078 -1.370 -0.72
C 0.894 -7.190 -1.135 -0.81
C -0.349 -7.025 -0.548 -0.90
C -0.822 -5.749 -0.253 -1.10
C -0.054 -4.619 -0.518 0.85
P -0.725 -2.906 -0.234 2.74
C -2.111 -2.776 -1.459 0.90
C -2.429 -1.500 -1.926 0.27
C -3.407 -1.306 -2.890 -1.01
C -4.073 -2.399 -3.430 -0.79
C -3.767 -3.675 -2.980 -0.74
C -2.801 -3.862 -1.997 -0.48
C -1.689 -3.250 1.307 0.34
C -3.059 -2.995 1.401 -0.74
C -3.755 -3.290 2.570 -0.61
C -3.090 -3.819 3.669 -0.65
C -1.721 -4.057 3.593 -0.85
C -1.029 -3.783 2.419 -0.24
H 1.904 -2.485 1.585 0.33
H 2.728 -3.471 -2.040 0.54
H 2.685 -6.197 -1.792 0.53
H 1.253 -8.179 -1.394 0.42
H -0.961 -7.892 -0.321 0.47
H -1.800 -5.641 0.200 0.55
H -1.897 -0.640 -1.548 -0.07
H -3.638 -0.304 -3.235 0.53
H -4.823 -2.254 -4.200 0.37
H -4.278 -4.535 -3.402 0.44
H -2.583 -4.869 -1.666 0.29
H -3.591 -2.577 0.558 0.44
H -4.823 -3.105 2.621 0.45
H -3.636 -4.062 4.573 0.41
H -1.195 -4.477 4.444 0.48
H 0.029 -4.013 2.353 0.54
C -2.414 4.896 -3.029 -1.01
C -1.037 5.488 -3.313 0.63
C -0.686 5.369 -4.795 -1.52
C 0.039 4.872 -2.409 -1.14
N 0.089 3.402 -2.467 1.05
C -0.289 2.512 -1.559 -0.92
N -0.052 1.310 -2.037 0.39
N 0.502 1.500 -3.262 -0.33
N 0.598 2.747 -3.528 -0.84
H -3.180 5.440 -3.584 0.45
H -2.668 4.955 -1.969 0.03
H -2.465 3.847 -3.339 0.25
H -1.051 6.548 -3.048 0.34
H -0.697 4.329 -5.125 0.31
H 0.306 5.780 -5.003 0.39
H -1.413 5.922 -5.396 0.42
H -0.142 5.125 -1.366 0.33
H 1.021 5.239 -2.693 0.42
H -0.718 2.740 -0.590 0.46
C 5.391 -1.457 -0.054 -1.21
Ge 4.661 0.356 -0.204 0.91
C 6.115 1.460 -0.921 -1.33
C 4.321 1.050 1.598 -0.87
C 3.089 0.433 -1.373 -0.50
H 6.374 -1.407 0.425 0.40
H 5.518 -1.895 -1.049 0.32
H 4.752 -2.118 0.531 0.32
H 6.998 1.376 -0.278 0.36
H 5.819 2.512 -0.962 0.36
H 6.389 1.135 -1.928 0.36
H 5.271 1.143 2.131 0.53
H 3.669 0.389 2.177 0.01
H 3.852 2.037 1.555 0.25
H 3.386 -0.028 -2.326 0.68
H 2.925 1.506 -1.574 0.36
N 2.116 -0.351 -4.888 -0.57
N 1.297 -1.341 -4.393 0.66
N 0.774 -2.256 -5.163 -1.16
C 0.190 -3.052 -4.269 -0.48
N 0.367 -2.610 -3.023 0.08
N 1.079 -1.504 -3.107 0.42
H 2.042 -0.352 -5.891 0.33
H 1.853 0.518 -4.449 0.34
H -0.365 -3.942 -4.524 0.48
N -2.123 -0.547 3.425 -0.15
C -2.178 0.517 2.594 -0.45
S -1.896 0.279 0.954 0.17
N -2.451 1.673 3.240 0.09
C -2.493 3.042 2.856 0.51
C -2.445 3.951 3.911 -0.70
C -2.466 5.314 3.675 -0.67
C -2.541 5.795 2.375 -0.82
C -2.621 4.890 1.329 -0.22
C -2.603 3.516 1.553 -0.37
H -2.086 -1.462 2.999 -0.03
H -2.495 -0.494 4.360 0.24
H -2.490 1.574 4.240 0.25
H -2.379 3.583 4.931 0.30
H -2.426 6.002 4.511 0.41
H -2.556 6.862 2.185 0.44
H -2.722 5.255 0.315 0.34
H -2.704 2.820 0.737 0.69
```

The value obtained for the energy above the lowest of the compared OMol25 structures with the same formula, charge and spin is 15.0 kcal/mol. As for the total charge: +1. Its LUMO energy is -2.28 eV. As for the calculated total energy: -148223.05174 eV. The HOMO-LUMO gap is 7.68 eV.

***

# 6
Density functional theory data (ωB97M-V/def2-TZVPD) for C4H7NO2 as an isolated structure.

```
14
Properties=species:S:1:pos:R:3:nbo_charge:R:1
O -1.921 1.090 -0.283 -0.71
C -1.147 -0.041 -0.372 0.05
C -0.294 0.020 -1.536 -0.24
N 1.143 -0.752 -0.367 -0.64
C 1.477 -0.325 0.953 -0.35
C -0.280 0.102 1.440 0.58
O -0.735 0.440 2.485 -0.54
H -2.003 1.249 0.661 0.48
H -1.563 -1.046 -0.231 0.18
H -0.585 -0.631 -2.408 0.22
H -0.081 1.037 -1.916 0.21
H 1.833 -0.379 -0.977 0.35
H 2.331 0.405 0.942 0.19
H 1.825 -1.170 1.609 0.22
```

The value obtained for the energy above the lowest of the compared OMol25 structures with the same formula, charge and spin is 144.1 kcal/mol. Its LUMO energy is 0.47 eV. As for the calculated total energy: -9841.03286 eV. The HOMO-LUMO gap is 9.05 eV.